Record 1
97
Properties=species:S:1:pos:R:3:forces:R:3:lowdin_charge:R:1 method="wB97M-V/def2-TZVPD" homo_lumo_gap_ha=0.2031 largest_force_ev_per_a=1.000 homo_energy_ev=-6.019 total_energy_ha=-2825.374771
Cs -0.051 -0.024 -0.595 -0.55 0.62 0.55 0.86
N 2.151 4.359 1.585 -0.02 0.06 0.05 0.11
C 1.548 3.269 1.050 -0.09 0.09 -0.01 -0.15
N 0.714 2.506 1.653 -0.07 -0.17 0.08 0.13
C 0.376 2.798 2.980 0.26 -0.04 -0.28 -0.29
N -0.391 2.053 3.671 -0.15 0.35 0.39 0.06
N -0.847 0.881 3.170 0.10 -0.38 -0.32 0.04
C -2.075 0.823 2.864 -0.13 -0.04 0.07 -0.11
C -2.713 -0.470 2.512 0.08 0.11 -0.07 -0.28
C -4.050 -0.672 2.839 -0.10 0.03 -0.02 -0.02
C -4.639 -1.889 2.544 -0.01 0.00 0.01 -0.06
C -3.879 -2.866 1.921 -0.04 0.02 0.01 -0.06
C -2.559 -2.569 1.618 -0.01 0.09 0.00 -0.15
N -1.983 -1.404 1.901 0.19 -0.10 -0.12 0.08
C 0.927 4.019 3.604 -0.05 0.00 -0.09 -0.09
C 0.571 4.442 4.882 0.00 -0.01 0.10 -0.02
C 1.100 5.602 5.413 0.00 0.01 -0.01 -0.08
C 1.997 6.363 4.665 0.01 -0.01 -0.03 -0.08
C 2.359 5.962 3.395 0.04 0.01 0.01 -0.02
C 1.821 4.791 2.867 0.02 0.00 -0.03 -0.19
H 2.751 4.928 1.013 -0.03 -0.03 -0.04 0.15
H 1.807 3.056 0.018 0.01 -0.01 0.01 0.11
H -2.718 1.703 2.922 -0.02 -0.03 0.08 0.13
H -4.612 0.116 3.326 0.02 0.00 -0.02 0.11
H -5.676 -2.072 2.795 0.00 0.01 -0.01 0.11
H -4.301 -3.826 1.660 0.02 0.00 0.00 0.10
H -1.939 -3.295 1.102 0.01 0.00 0.01 0.11
H -0.127 3.836 5.444 0.00 0.01 -0.02 0.11
H 0.813 5.925 6.405 0.01 -0.01 -0.01 0.10
H 2.409 7.276 5.076 0.00 -0.01 0.00 0.10
H 3.053 6.550 2.804 -0.02 0.00 0.01 0.11
C -5.619 -0.835 -2.978 0.01 -0.02 -0.03 -0.07
C -4.992 -0.505 -1.789 -0.04 0.04 0.04 -0.06
C -3.716 -0.976 -1.527 0.18 -0.06 0.00 -0.02
C -3.066 -1.777 -2.461 -0.33 0.02 0.12 -0.25
C -3.699 -2.111 -3.657 0.12 -0.06 -0.03 -0.02
C -4.971 -1.640 -3.910 -0.03 0.02 0.02 -0.07
N -1.746 -2.191 -2.120 0.15 0.23 0.20 0.02
N -1.201 -2.913 -2.954 -0.08 -0.36 -0.50 0.08
C 0.166 -3.243 -2.733 0.28 0.02 0.14 -0.32
C 0.597 -4.465 -3.230 -0.11 -0.14 -0.08 -0.01
C 1.943 -4.771 -3.158 0.02 -0.04 -0.02 -0.06
C 2.816 -3.840 -2.617 -0.04 0.00 0.04 -0.05
C 2.287 -2.654 -2.136 -0.07 0.02 0.03 -0.13
N 0.988 -2.358 -2.181 -0.04 -0.13 -0.17 0.03
H -6.610 -0.455 -3.190 0.00 0.00 0.00 0.11
H -5.487 0.134 -1.069 0.02 0.01 -0.01 0.11
H -3.211 -0.714 -0.605 0.00 -0.03 -0.03 0.08
H -3.177 -2.726 -4.377 -0.01 0.00 -0.01 0.10
H -5.461 -1.891 -4.842 0.00 0.01 0.01 0.10
H -0.123 -5.141 -3.670 0.02 0.02 -0.03 0.11
H 2.310 -5.715 -3.540 -0.01 0.00 0.00 0.11
H 3.881 -4.021 -2.574 0.00 0.00 0.02 0.11
H 2.929 -1.896 -1.698 -0.02 0.00 -0.01 0.09
C 14.688 0.435 -1.319 -0.02 -0.02 0.03 -0.08
O 13.947 -0.339 -0.389 0.05 0.03 -0.02 -0.08
C 12.599 -0.215 -0.400 -0.02 0.04 -0.04 -0.28
C 11.909 -0.993 0.528 0.00 -0.04 0.03 0.00
C 10.533 -0.939 0.587 -0.01 -0.02 0.03 -0.03
C 9.808 -0.111 -0.271 -0.06 0.01 0.00 -0.16
C 10.506 0.663 -1.188 -0.03 0.01 -0.01 -0.01
C 11.890 0.620 -1.260 -0.01 0.00 0.01 -0.01
C 8.342 -0.040 -0.244 0.03 0.00 0.00 -0.26
N 7.606 0.682 -1.054 -0.03 -0.01 -0.01 0.19
C 6.308 0.435 -0.680 -0.03 0.09 -0.10 -0.17
C 6.257 -0.446 0.369 0.01 -0.02 0.04 -0.13
N 7.572 -0.745 0.642 0.03 -0.09 0.09 0.18
C 5.039 -0.899 0.966 0.03 -0.04 0.01 -0.08
C 4.942 -1.830 2.011 0.06 0.01 -0.01 -0.01
C 3.705 -2.184 2.487 0.04 0.06 0.01 -0.04
C 2.575 -1.587 1.913 -0.04 -0.01 -0.01 -0.12
N 2.639 -0.724 0.922 0.13 -0.02 -0.03 0.07
C 3.845 -0.374 0.437 -0.10 0.00 0.01 -0.16
C 3.880 0.561 -0.696 -0.10 0.06 -0.03 -0.17
N 2.702 0.999 -1.179 0.25 0.05 -0.11 0.00
C 2.696 1.811 -2.219 -0.01 0.01 0.04 -0.14
C 3.869 2.244 -2.855 -0.02 0.02 0.00 -0.03
C 5.078 1.817 -2.367 0.04 0.00 0.03 0.01
C 5.102 0.959 -1.257 0.07 -0.04 -0.05 -0.08
H 15.732 0.192 -1.148 0.01 -0.01 0.01 0.09
H 14.534 1.504 -1.156 -0.01 0.01 0.01 0.10
H 14.421 0.181 -2.347 -0.01 -0.01 -0.01 0.10
H 12.477 -1.634 1.189 -0.02 0.00 0.00 0.12
H 10.028 -1.562 1.318 0.02 0.01 -0.01 0.10
H 9.945 1.306 -1.854 0.03 -0.01 0.00 0.11
H 12.401 1.235 -1.986 0.00 0.00 0.00 0.10
H 7.910 -1.357 1.362 0.00 0.02 -0.01 0.14
H 5.839 -2.268 2.435 -0.01 0.00 0.01 0.11
H 3.597 -2.900 3.290 -0.01 0.02 0.00 0.11
H 1.580 -1.827 2.277 0.02 0.02 0.00 0.11
H 1.718 2.152 -2.557 0.05 -0.01 -0.03 0.10
H 3.806 2.900 -3.713 0.00 0.00 0.02 0.11
H 6.017 2.117 -2.814 -0.02 0.01 0.00 0.12
F -0.571 3.689 -2.438 0.07 -0.09 0.07 -0.15
C -1.436 2.573 -2.198 0.00 0.04 -0.06 -0.50
F -2.431 3.188 -1.405 0.09 -0.08 0.04 -0.12
F -2.102 2.497 -3.434 0.08 -0.07 0.06 -0.11


Record 2
153
Properties=species:S:1:pos:R:3:forces:R:3:lowdin_charge:R:1 method="wB97M-V/def2-TZVPD" smiles=COC[C@H](C)N.COC[C@H](C)N.COC[C@H](C)N.COC[C@H](C)N.COC[C@H](C)N.COC[C@H](C)N.COC[C@H](C)N.COC[C@H](C)N.COC[C@H](C)N homo_lumo_gap_ha=0.3245 largest_force_ev_per_a=3.121 homo_energy_ev=-8.846 total_energy_ha=-2600.568932
C 4.987 -6.214 2.067 1.34 -0.33 0.51 -0.13
O 3.876 -6.615 2.804 -2.07 -0.82 -0.38 -0.19
C 2.891 -5.644 3.159 0.81 1.30 0.82 -0.20
C 1.936 -6.140 4.269 0.86 -0.22 0.92 -0.42
C 0.904 -5.090 4.770 -0.47 -1.19 -1.60 -0.06
N 2.703 -6.550 5.432 1.15 -0.68 0.23 0.02
H 4.886 -5.488 1.260 -0.58 0.22 0.19 0.09
H 5.471 -7.090 1.636 -0.50 -0.30 -0.22 0.08
H 5.752 -5.910 2.782 0.17 0.81 0.00 0.09
H 3.485 -4.845 3.602 -0.10 0.65 0.25 0.12
H 2.347 -5.162 2.346 -0.02 -0.51 -0.61 0.12
H 1.572 -7.095 3.890 -1.06 0.24 -0.05 0.14
H 0.130 -5.385 5.479 0.63 -0.94 0.37 0.07
H 0.278 -4.997 3.883 0.00 1.48 -0.20 0.07
H 1.364 -4.216 5.230 0.10 0.22 -0.74 0.08
H 3.316 -7.282 5.101 -0.10 -0.87 0.07 0.06
H 3.444 -5.884 5.599 -0.15 0.95 0.43 0.07
C 5.515 -5.364 -6.478 1.52 -0.29 1.53 -0.12
O 6.555 -5.211 -7.434 -2.00 0.19 -0.22 -0.19
C 5.953 -5.438 -8.705 2.44 0.14 -0.99 -0.21
C 7.136 -5.322 -9.699 -0.70 0.28 0.36 -0.45
C 7.699 -3.933 -9.723 0.48 1.09 0.81 -0.08
N 6.675 -5.688 -11.036 0.19 -0.19 0.23 0.04
H 5.368 -6.430 -6.306 -0.83 -0.16 -0.43 0.09
H 4.618 -4.765 -6.633 -0.06 -0.21 -0.44 0.09
H 5.931 -5.070 -5.514 0.07 0.43 0.05 0.08
H 5.548 -6.446 -8.795 -0.30 -0.07 0.20 0.12
H 5.222 -4.685 -9.001 -0.32 0.06 0.34 0.12
H 7.948 -5.927 -9.295 -0.05 -0.56 -0.18 0.14
H 7.974 -3.573 -8.732 -0.09 -0.35 0.29 0.08
H 7.003 -3.164 -10.056 -0.11 -0.15 -0.56 0.08
H 8.649 -3.893 -10.257 -0.19 0.03 -0.49 0.08
H 6.978 -6.628 -11.251 -0.09 -0.04 -0.26 0.07
H 7.092 -5.053 -11.702 0.02 -0.16 -0.23 0.06
C -3.967 0.930 3.677 0.80 1.85 0.11 -0.11
O -5.154 1.719 3.683 -1.32 -0.92 0.84 -0.22
C -5.102 3.056 4.270 2.45 -0.42 -1.26 -0.15
C -4.353 3.118 5.687 -2.27 0.10 -1.13 -0.42
C -5.211 2.256 6.556 -0.11 -1.71 1.12 -0.09
N -4.389 4.445 6.272 0.15 1.09 -1.06 0.02
H -3.935 -0.012 3.129 -1.22 0.18 -0.25 0.08
H -3.592 0.687 4.671 -0.07 0.14 0.23 0.07
H -3.260 1.588 3.171 0.85 -0.22 0.06 0.08
H -4.528 3.601 3.520 0.62 0.53 0.19 0.10
H -6.082 3.503 4.104 -0.33 -0.42 1.03 0.12
H -3.326 2.812 5.488 -0.09 -0.19 0.39 0.13
H -4.807 2.131 7.560 0.30 -0.12 0.06 0.08
H -5.429 1.267 6.154 0.17 -0.11 -0.06 0.08
H -6.187 2.706 6.737 -0.04 0.30 -0.36 0.08
H -5.365 4.677 6.394 -0.07 0.30 0.08 0.07
H -3.964 4.527 7.184 0.20 -0.38 -0.02 0.07
C 1.081 8.257 6.508 -1.18 -1.23 0.05 -0.14
O 1.044 8.389 5.128 -0.43 0.03 -2.07 -0.21
C 0.013 7.591 4.467 1.84 0.03 -0.46 -0.15
C 0.234 7.610 2.910 -2.94 -0.26 -0.24 -0.43
C -0.721 6.573 2.169 -0.25 0.50 0.80 -0.06
N 1.520 7.296 2.472 2.21 -0.15 -0.31 0.03
H 1.943 8.753 6.955 -0.32 0.25 -0.21 0.09
H 1.106 7.194 6.746 0.48 -0.40 0.31 0.07
H 0.094 8.535 6.878 0.13 0.74 0.72 0.08
H 0.179 6.552 4.750 -0.11 -0.34 0.37 0.11
H -0.993 7.878 4.772 -0.05 0.22 -0.08 0.12
H -0.124 8.565 2.524 0.48 0.33 0.15 0.13
H -0.185 5.693 1.815 0.16 -0.08 0.63 0.06
H -1.137 6.972 1.244 -0.02 0.44 0.12 0.06
H -1.556 6.315 2.820 -0.19 -0.32 -0.10 0.06
H 2.034 6.777 3.169 0.28 0.13 -0.10 0.08
H 2.084 8.037 2.081 -0.09 0.06 0.44 0.08
C -4.287 -3.852 -0.940 0.33 -0.92 2.21 -0.09
O -5.013 -4.923 -0.331 0.06 -0.18 -0.26 -0.24
C -6.182 -4.525 0.399 -0.28 -2.22 -2.00 -0.15
C -7.047 -5.846 0.280 -1.22 1.69 -0.02 -0.47
C -8.480 -5.625 0.654 -1.55 1.31 -0.28 -0.08
N -6.562 -6.835 1.173 1.22 -0.31 0.95 0.03
H -4.788 -3.321 -1.749 -0.17 -0.09 0.08 0.09
H -3.336 -4.300 -1.227 -0.11 0.22 -0.41 0.09
H -4.102 -3.272 -0.036 0.47 1.28 -0.65 0.08
H -6.056 -4.353 1.468 0.48 0.25 0.13 0.13
H -6.541 -3.639 -0.125 -0.79 -0.06 0.31 0.12
H -6.974 -6.334 -0.692 0.01 1.20 -0.72 0.13
H -9.122 -5.746 -0.219 -0.25 0.23 0.06 0.07
H -8.589 -4.610 1.035 -0.27 0.34 -0.24 0.07
H -8.913 -6.199 1.473 0.57 -0.60 -0.19 0.08
H -6.744 -7.650 0.606 0.82 -0.85 0.83 0.08
H -5.582 -6.594 1.195 0.68 -1.28 0.21 0.07
C -9.104 5.655 -3.234 -0.66 -0.50 1.27 -0.11
O -8.371 4.865 -2.322 -0.83 -0.90 0.15 -0.19
C -7.125 4.587 -2.880 1.10 1.59 1.43 -0.23
C -6.160 4.023 -1.849 1.43 0.85 -0.86 -0.49
C -4.713 4.212 -2.378 -0.92 1.30 -0.31 -0.05
N -6.405 2.690 -1.587 -0.87 -2.99 0.22 0.03
H -8.643 6.641 -3.282 -0.03 0.12 -0.53 0.09
H -10.085 5.729 -2.764 -0.13 0.29 -0.30 0.09
H -9.208 5.126 -4.181 0.11 0.35 -0.31 0.09
H -7.214 4.053 -3.826 0.32 -0.18 -0.02 0.14
H -6.712 5.593 -2.951 0.47 0.24 -1.32 0.12
H -6.262 4.562 -0.907 -0.05 0.97 -0.14 0.14
H -4.592 3.935 -3.425 -0.15 -0.62 0.07 0.08
H -3.898 3.805 -1.780 -0.30 -0.06 0.12 0.07
H -4.650 5.299 -2.434 0.72 0.21 0.26 0.07
H -7.385 2.600 -1.361 -0.17 -0.43 0.21 0.08
H -5.870 2.384 -0.786 -0.04 -0.24 0.08 0.08
C 1.074 -2.859 -5.061 1.10 1.77 0.59 -0.07
O 1.933 -1.730 -5.535 -1.20 -1.23 0.09 -0.21
C 1.252 -1.065 -6.614 -0.70 0.10 0.35 -0.22
C 1.938 0.255 -7.032 -0.35 -0.22 0.05 -0.44
C 1.277 1.011 -8.244 0.21 -1.30 1.03 -0.04
N 3.303 0.066 -7.375 1.61 -0.24 -0.71 0.02
H 0.274 -2.422 -4.464 -0.65 0.09 -0.64 0.08
H 1.576 -3.421 -4.274 0.76 -0.07 -0.50 0.07
H 0.752 -3.519 -5.867 -0.06 0.21 -0.03 0.08
H 1.092 -1.807 -7.396 0.51 0.12 -0.73 0.12
H 0.225 -0.837 -6.328 -0.27 0.23 0.46 0.11
H 2.047 0.860 -6.132 -0.88 0.34 0.09 0.14
H 1.412 0.351 -9.102 0.15 0.08 -0.23 0.07
H 1.830 1.934 -8.416 -0.29 -0.04 0.05 0.07
H 0.197 1.136 -8.160 0.07 0.35 0.26 0.07
H 3.858 -0.253 -6.594 -0.07 -0.07 0.11 0.07
H 3.404 -0.623 -8.107 0.10 -0.11 -0.20 0.07
C 1.169 1.288 6.705 0.17 -0.65 0.15 -0.11
O 2.545 1.606 6.745 -0.38 0.10 0.01 -0.19
C 2.754 2.880 6.160 -0.27 0.55 0.82 -0.22
C 4.226 3.032 5.843 -0.08 -0.75 -0.03 -0.49
C 4.599 4.247 5.130 -1.08 2.35 -0.07 -0.09
N 4.696 1.925 5.051 0.66 -1.64 0.83 0.05
H 0.895 0.977 5.696 -0.22 0.25 -0.24 0.09
H 0.545 2.112 7.051 -0.06 0.16 -0.06 0.08
H 0.968 0.427 7.342 0.24 0.05 0.16 0.09
H 2.051 3.036 5.342 0.33 -0.22 -0.79 0.12
H 2.441 3.644 6.871 0.05 0.28 0.43 0.12
H 4.766 3.089 6.788 0.04 -0.70 0.23 0.15
H 5.670 4.446 5.103 -0.11 -0.51 -0.64 0.09
H 4.204 5.107 5.671 -0.18 0.31 0.13 0.08
H 4.029 4.235 4.201 0.74 0.27 -0.61 0.08
H 4.450 1.128 5.619 0.41 -0.62 0.06 0.06
H 4.173 1.718 4.212 -0.29 0.77 -0.42 0.07
C 4.908 -0.929 -2.339 0.83 1.11 0.18 -0.09
O 4.089 -0.098 -1.536 0.48 0.08 -1.07 -0.19
C 3.670 -0.853 -0.455 -1.74 -0.32 0.32 -0.25
C 2.444 -0.134 0.111 1.57 -0.74 1.51 -0.45
C 1.425 0.159 -0.893 -1.84 -0.14 -1.77 -0.08
N 2.938 1.086 0.765 0.10 -0.29 -0.02 0.05
H 4.382 -1.790 -2.753 -0.04 -0.25 0.39 0.09
H 5.728 -1.127 -1.649 0.46 -1.03 -0.56 0.09
H 5.314 -0.382 -3.190 -0.16 0.30 0.12 0.09
H 3.404 -1.846 -0.820 -0.46 -0.28 -0.01 0.12
H 4.395 -1.059 0.332 0.54 0.55 0.06 0.13
H 2.077 -0.799 0.893 -0.37 -0.04 0.11 0.13
H 0.584 0.705 -0.466 0.14 0.41 0.03 0.08
H 0.925 -0.698 -1.345 0.17 -0.64 0.28 0.08
H 1.815 0.652 -1.784 0.14 0.52 0.34 0.09
H 3.634 1.445 0.127 0.15 0.53 0.04 0.07
H 2.187 1.760 0.802 0.00 0.23 0.05 0.06


Record 3
43
Properties=species:S:1:pos:R:3:forces:R:3:nbo_charge:R:1 method="wB97M-V/def2-TZVPD" smiles="CCCc1c(/C(I)=C(/C)I)c(Br)cc2nsnc12.CCOC(=O)C(F)(F)F" homo_lumo_gap_ha=0.2614 largest_force_ev_per_a=6.070 homo_energy_ev=-8.512 total_energy_ha=-4746.218819
C 1.733 -0.417 0.332 -0.14 -0.66 0.41 -0.63
C 1.699 -0.130 -1.258 -0.80 -0.83 0.72 -0.41
C 0.335 0.665 -1.580 0.17 0.32 -1.62 -0.45
C 0.533 2.112 -2.232 -2.07 2.38 -2.35 0.05
C -0.627 2.635 -3.157 2.30 0.35 0.43 -0.10
C -1.958 1.759 -3.432 -0.89 2.05 3.75 -0.25
I -2.107 0.342 -5.066 0.28 1.04 1.08 0.20
C -3.027 1.962 -2.500 1.36 -1.53 -2.69 -0.12
C -4.424 1.188 -2.532 0.14 0.44 1.46 -0.69
I -2.765 3.413 -0.864 -0.36 -1.15 -1.22 0.16
C -0.585 4.074 -3.849 3.98 0.33 1.82 -0.07
Br -2.154 4.626 -4.960 1.85 -0.53 1.23 0.08
C 0.641 5.031 -3.674 -2.01 -3.91 1.15 -0.24
C 1.817 4.510 -2.734 0.03 0.23 -0.12 0.12
N 3.024 5.283 -2.453 -3.00 -5.18 0.99 -0.55
S 3.894 4.223 -1.392 -2.70 -0.49 -1.06 0.81
N 2.897 2.823 -1.177 -2.12 3.51 -3.44 -0.56
C 1.747 3.078 -2.013 0.49 0.83 0.00 0.09
H 2.732 -0.192 0.839 -1.34 -0.34 -0.83 0.22
H 0.912 0.148 0.923 1.43 -0.69 -1.15 0.21
H 1.487 -1.540 0.495 0.57 1.84 -0.14 0.21
H 2.647 0.349 -1.676 -1.51 -0.39 0.79 0.24
H 1.618 -1.171 -1.765 0.14 1.83 0.72 0.21
H -0.233 0.031 -2.369 0.78 1.28 1.26 0.23
H -0.383 0.769 -0.692 1.26 -0.15 -1.08 0.24
H -4.549 0.676 -1.496 0.24 0.87 -1.65 0.24
H -4.496 0.352 -3.306 0.27 1.51 0.86 0.25
H -5.299 1.947 -2.594 1.53 -1.30 -0.17 0.24
H 0.640 6.053 -4.176 0.15 -1.67 0.88 0.26
C -0.135 -5.851 4.882 0.38 0.02 0.03 -0.64
C -0.897 -4.683 4.285 -0.32 -0.71 -0.01 -0.08
O -0.227 -3.443 4.563 0.79 0.82 -0.41 -0.48
C 0.824 -3.147 3.766 -1.07 -1.72 -0.39 0.69
O 1.211 -3.850 2.867 0.06 1.01 0.67 -0.53
C 1.409 -1.788 4.137 1.09 1.98 0.53 0.90
F 1.572 -1.639 5.470 -0.25 -0.48 -0.50 -0.31
F 0.617 -0.766 3.736 0.02 -0.80 -0.02 -0.31
F 2.622 -1.567 3.585 -0.82 -0.63 0.07 -0.30
H 0.028 -5.697 5.951 -0.16 -0.02 -0.06 0.22
H -0.685 -6.784 4.737 0.00 0.11 0.01 0.22
H 0.850 -5.957 4.421 -0.16 -0.02 -0.06 0.22
H -1.884 -4.617 4.748 0.21 0.32 0.03 0.20
H -1.052 -4.807 3.210 0.23 0.14 0.08 0.20


Record 4
19
Properties=species:S:1:pos:R:3:forces:R:3:nbo_charge:R:1 method="wB97M-V/def2-TZVPD" charge=+1 homo_lumo_gap_ha=0.3778 largest_force_ev_per_a=2.433 homo_energy_ev=-13.512 total_energy_ha=-381.639610
C 0.662 0.862 -1.807 0.16 -0.46 0.46 -0.07
C 0.714 -0.265 -1.024 -1.49 0.72 1.34 0.18
C 1.871 -0.695 -2.887 -0.40 0.13 0.81 0.23
N 1.388 0.541 -2.921 0.63 1.22 -2.00 -0.44
N 1.427 -1.185 -1.714 0.57 -1.79 -0.93 -0.46
C -0.382 0.560 1.174 -0.23 -0.13 0.03 -0.61
C 0.072 -0.629 0.314 0.24 -0.01 -0.74 -0.44
H 0.212 1.850 -1.710 0.16 -0.58 0.20 0.27
H 2.561 -1.201 -3.562 -0.53 0.33 0.06 0.27
H 1.507 1.212 -3.701 0.15 -0.83 0.73 0.46
H 1.406 -2.204 -1.525 0.38 1.08 0.18 0.46
H 0.331 1.396 1.270 -0.10 -0.52 -0.13 0.22
H -0.595 0.162 2.180 -0.05 0.38 -0.42 0.24
H -1.321 0.947 0.742 0.35 0.01 0.37 0.22
H 0.777 -1.308 0.831 -0.35 0.41 -0.09 0.23
H -0.840 -1.208 0.074 0.47 0.02 0.16 0.24
O -3.326 0.245 4.387 0.30 0.44 1.04 -0.95
H -2.484 0.248 4.896 -0.98 0.02 -0.44 0.47
H -3.980 0.672 4.986 0.71 -0.46 -0.61 0.48